Record 1
Below is a molecular structure, C17H12BF7N4SSn, with properties calculated with ωB97M-V/def2-TZVPD.

Each line ends with the Löwdin charge.
Cartesian coordinates (Å):
Sn1 -0.8648 -1.2003 0.6282  1.144
F1 -3.8732 -0.0025 -4.7611  0.137
C1 -2.7795 0.4961 -4.1471  -0.599
F2 -1.7447 -0.2611 -4.5052  0.114
F3 -2.5811 1.7232 -4.6706  0.140
C2 -3.0065 0.5833 -2.6611  -0.109
C3 -4.0931 1.3489 -2.2566  0.013
C4 -4.3924 1.5068 -0.9162  -0.023
C5 -3.5784 0.8682 -0.0005  -0.097
N1 -2.5431 0.1318 -0.3838  -0.112
C6 -2.2133 -0.0239 -1.6847  -0.649
S1 -0.7598 -0.9766 -1.9040  0.600
H1 -4.7024 1.8307 -3.0115  0.132
H2 -5.2236 2.1125 -0.5880  0.113
H3 -3.7316 0.9491 1.0679  0.125
C7 3.5948 -0.0941 -0.1025  -0.027
C8 2.2329 -0.2487 -0.2492  -0.131
N2 1.5386 -1.1059 0.5086  -0.095
C9 2.1683 -1.8053 1.4443  -0.114
C10 3.5303 -1.6918 1.6890  -0.197
C11 4.2500 -0.8310 0.8738  0.002
C12 4.1922 -2.4784 2.7497  -0.035
C13 3.8318 -2.6205 4.0242  -0.027
C14 2.7353 -1.9688 4.7705  -0.271
C15 2.4827 -2.3596 6.0785  -0.012
C16 1.4683 -1.7031 6.7510  -0.126
N3 0.7564 -0.7283 6.1951  0.090
C17 1.0787 -0.4201 4.9376  -0.157
N4 2.0253 -0.9916 4.2003  0.144
H4 4.1301 0.5982 -0.7367  0.112
H5 1.6638 0.3097 -0.9816  0.090
H6 1.5636 -2.4826 2.0361  0.106
H7 5.3186 -0.7220 1.0156  0.123
H8 5.0894 -3.0047 2.4374  0.115
H9 4.4464 -3.2755 4.6327  0.107
H10 3.0574 -3.1433 6.5533  0.109
H11 1.2181 -1.9661 7.7732  0.109
H12 0.5164 0.3785 4.4670  0.104
F4 -0.1840 0.8797 0.8908  -0.091
B1 -0.9053 1.6312 2.0030  -1.248
F5 -1.6485 2.6105 1.4041  0.173
F6 -1.7106 0.6365 2.5865  0.052
F7 0.0636 2.0818 2.8569  0.167

orbital gap	8.206	eV
electronic energy	-2210.75485	Ha
ΔE to the lowest compared entry with this formula, charge and spin	0.0	kcal per mole
lowest unoccupied orbital energy	-0.50	eV

=====

Record 2
Below is C17H12Cl2N2O2 in the gas phase at a distorted geometry, with properties calculated with ωB97M-V/def2-TZVPD.

Each line ends with the Löwdin charge.
Cartesian coordinates (Å):
O1 1.7954 3.1924 0.0213  0.079
C1 1.1358 2.2005 -0.2217  -0.437
N1 1.6371 1.0861 -0.8065  0.076
H1 1.0356 0.2863 -0.9319  0.127
C2 3.0429 0.9257 -1.0819  -0.125
C3 3.6466 -0.2233 -0.3212  -0.186
C4 3.2199 -0.5448 0.9649  -0.099
N2 3.7137 -1.5425 1.6732  0.063
C5 4.6734 -2.2770 1.1385  -0.157
C6 5.1835 -2.0482 -0.1306  -0.062
C7 4.6555 -1.0045 -0.8718  -0.032
H2 5.0222 -0.7948 -1.8672  0.113
H3 5.9686 -2.6712 -0.5303  0.100
H4 5.0458 -3.0823 1.7574  0.102
H5 2.4427 0.0324 1.4495  0.118
H6 3.5185 1.8675 -0.7828  0.133
H7 3.2008 0.7840 -2.1578  0.128
C8 -0.3012 2.1026 0.0882  -0.165
C9 -1.1516 3.0149 0.6633  0.032
C10 -2.4037 2.3841 0.7470  0.014
C11 -2.2428 1.1185 0.2219  -0.218
C12 -3.1997 0.0393 0.0667  -0.148
C13 -4.5632 0.3296 0.1807  -0.044
C14 -5.5143 -0.6629 0.0501  -0.667
C15 -5.1430 -1.9764 -0.2012  -0.096
C16 -3.8006 -2.2793 -0.3174  -0.098
C17 -2.8370 -1.2907 -0.1866  -0.575
Cl1 -1.1869 -1.7749 -0.3230  0.761
H8 -3.4903 -3.2943 -0.5100  0.107
H9 -5.8906 -2.7459 -0.3039  0.108
Cl2 -7.1848 -0.2599 0.1967  0.689
H10 -4.8743 1.3447 0.3623  0.110
O2 -0.9654 0.9578 -0.1751  0.012
H11 -3.2976 2.8033 1.1598  0.112
H12 -0.8914 4.0035 0.9791  0.122

orbital gap	8.436	eV
electronic energy	-1835.41142	Ha
SMILES	O=C(NCc1cccnc1)c1ccc(-c2cc(Cl)ccc2Cl)o1
ΔE to the lowest compared entry with this formula, charge and spin	0.0	kcal per mole
lowest unoccupied orbital energy	-0.10	eV

=====

Record 3
Below is a molecular structure, C17H12Cl3F5NO2OsS, with properties calculated with ωB97M-V/def2-TZVPD.

Each line ends with the Löwdin charge.
Cartesian coordinates (Å):
Os1 1.1319 1.0510 -0.2359  1.007
C1 1.6285 0.0519 2.5424  -0.062
N1 0.8213 -0.3384 1.3556  -0.372
C2 -0.5788 -0.4768 1.8008  -0.063
C3 1.2920 -1.6805 0.8779  -0.118
C4 1.0970 -1.7957 -0.5969  -0.223
C5 1.0740 -3.0108 -1.2595  -0.011
C6 0.9797 -3.0345 -2.6460  -0.031
C7 0.9202 -1.8492 -3.3762  -0.053
C8 0.9485 -0.6341 -2.7175  -0.090
C9 1.0284 -0.6013 -1.3210  -0.303
H1 1.5171 -0.7099 3.3172  0.111
H2 1.2584 1.0021 2.9248  0.094
H3 2.6713 0.1436 2.2678  0.083
H4 -0.6156 -1.1393 2.6688  0.112
H5 -1.1671 -0.9124 0.9995  0.090
H6 -0.9777 0.4955 2.0734  0.089
H7 0.7546 -2.4617 1.4199  0.142
H8 2.3513 -1.7697 1.1236  0.143
H9 1.1332 -3.9397 -0.7042  0.126
H10 0.9556 -3.9849 -3.1628  0.118
H11 0.8507 -1.8790 -4.4552  0.117
H12 0.8893 0.2849 -3.2879  0.096
F1 -6.1187 -0.2015 0.7565  0.173
C10 -4.9123 0.2556 0.4882  -0.117
C11 -4.0841 -0.4483 -0.3738  -0.132
F2 -4.5068 -1.5755 -0.9269  0.154
C12 -2.8204 0.0348 -0.6481  -0.247
F3 -2.0450 -0.6544 -1.4770  0.117
C13 -2.3530 1.2125 -0.0745  -0.462
S1 -0.8265 1.9640 -0.5298  0.735
C14 -3.2108 1.9068 0.7751  -0.239
F4 -2.8003 3.0373 1.3435  0.108
C15 -4.4763 1.4376 1.0667  -0.131
F5 -5.2690 2.1028 1.8918  0.158
Cl1 4.1484 4.4575 -0.7888  0.769
C16 3.1510 3.1206 -0.4340  -1.413
Cl2 1.9752 3.4417 0.8906  0.670
Cl3 2.0998 2.6530 -1.8633  0.677
C17 3.9098 1.8124 -0.0145  -0.727
O1 5.0909 1.8258 0.1161  0.150
O2 3.0842 0.8066 0.1937  -0.249

orbital gap	6.312	eV
net charge	+1
electronic energy	-3228.72243	Ha
ΔE to the lowest compared entry with this formula, charge and spin	13.0	kcal per mole
lowest unoccupied orbital energy	-5.90	eV

=====

Record 4
Below is a molecular structure, C17H12ClIN4OS2Sm at a distorted geometry, with properties calculated with ωB97M-V/def2-TZVPD.

Each line ends with the Löwdin charge.
Cartesian coordinates (Å):
Sm1 0.4281 -0.1987 -0.5827  1.795
C1 3.2110 4.8752 -0.3092  -0.152
S1 3.3361 3.8767 -2.3043  0.852
C2 2.6751 2.6232 -1.3738  -1.349
S2 2.0706 2.4418 0.0807  0.605
N1 2.8332 1.6433 -2.4827  -0.086
N2 2.5038 0.2423 -1.5416  -0.228
C3 3.0310 -0.6804 -2.2056  -0.028
C4 2.2587 -2.1348 -1.8311  -0.125
C5 3.1924 -3.3291 -2.1138  0.026
C6 2.5546 -4.5623 -1.8538  -0.145
C7 1.4878 -4.5168 -1.1048  -0.052
C8 0.8070 -3.1725 -0.8185  -0.058
N3 1.0357 -1.9535 -1.2992  -0.217
H1 3.4919 5.6213 -0.9483  -0.089
H2 3.9940 4.6278 0.0941  -0.081
H3 1.8530 5.2241 -0.6143  0.217
H4 3.6311 -0.2904 -2.6661  -0.025
H5 3.4494 -3.6363 -3.2171  0.168
H6 2.6895 -5.5949 -2.4584  0.188
H7 1.0846 -5.4282 -0.6193  0.129
H8 -0.2262 -3.1268 0.2916  0.114
Cl1 -5.9664 -0.0808 3.8266  0.735
C9 -4.4465 -0.1766 3.0380  -0.651
C10 -3.7045 -1.1044 2.5422  -0.322
C11 -3.3266 -2.0842 1.4187  -0.279
I1 -2.2512 -4.1316 1.5299  0.714
C12 -1.8305 -1.1753 1.3533  -0.475
O1 -1.1099 -1.5178 0.5088  -0.296
C13 -2.3819 0.2312 1.6041  -0.085
N4 -1.9894 1.3234 0.6590  -0.011
C14 -1.6027 2.4854 0.5273  -0.205
C15 -2.7651 2.8965 1.2341  -0.005
C16 -3.7139 2.1190 2.3357  0.125
C17 -3.5795 0.7275 2.1624  -0.197
H9 -4.2902 -2.2119 3.3390  0.176
H10 -0.8133 3.5385 -0.0523  0.218
H11 -3.1678 4.0296 1.3365  0.119
H12 -4.4528 2.5803 2.5148  -0.022

orbital gap (alpha / beta)	4.999 / 5.208	eV
net charge	+1
electronic energy	-3159.96058	Ha
expectation value of S²	8.768
ΔE to the lowest compared entry with this formula, charge and spin	834.8	kcal per mole
lowest unoccupied orbital energy (alpha / beta)	-5.13 / -4.92	eV
multiplicity	6